C14H18FeNO3 as an isolated structure in a non-equilibrium geometry, computed with the ωB97M-V functional and the def2-TZVPD basis.

Computed properties:
* 2S+1: 5
* electronic energy: -2087.9845 a.u.
* charge: +1
* HOMO energy (spin up / spin down): -11.3 / -11.3 eV
* energy relative to the best compared isomer or geometry (same formula, charge and spin): 6.5 kcal/mol
* <S²>: 6.071
* LUMO energy (spin up / spin down): -4.838 / -5.774 eV

Each line ends with the Mulliken charge.
Cartesian coordinates (Å):
O  -1.04482  2.92881  1.63559  -0.2620
C  -2.04460  2.33173  1.63919  0.4525
Fe  -3.54896  1.65430  2.52757  0.0817
C  -2.49105  1.34382  3.87009  0.2598
O  -1.56657  1.13828  4.55384  -0.2510
C  -4.51575  2.94479  3.12835  0.2942
O  -4.83075  3.93136  3.65792  -0.2163
C  -0.43052  -1.10987  0.81182  -0.1927
C  -0.95528  -0.08388  -0.16670  0.2293
C  -2.23009  0.64822  0.27975  -1.2627
C  -3.13412  -0.04878  1.19557  0.1578
C  -2.47389  -0.87698  2.16677  -0.6300
C  -1.21901  -1.45587  1.91247  -0.7895
H  0.51692  -1.62317  0.71151  0.4967
H  -0.20724  0.69755  -0.43685  0.1457
H  -1.20063  -0.58158  -1.13514  0.2119
H  -2.70854  1.26123  -0.50288  0.5594
H  -4.17728  -0.33358  0.86533  0.6816
H  -3.06286  -1.19019  3.05454  0.5650
H  -0.88163  -2.21675  2.60974  0.4663
C  3.54607  -0.02917  -2.61895  -0.6956
C  3.04030  0.60330  -1.31517  -0.7621
C  2.42252  -0.41555  -0.36070  -0.4887
N  1.54358  -1.40451  -0.97961  -0.1878
C  1.48189  -1.57478  -2.44568  -0.5800
C  2.34057  -0.64737  -3.32249  -0.6353
H  4.04522  0.70919  -3.26359  0.3616
H  4.27043  -0.81453  -2.38104  0.3051
H  3.87566  1.09363  -0.81351  0.3573
H  2.31709  1.39141  -1.55159  0.2693
H  3.23273  -0.92601  0.18973  0.3091
H  1.80546  0.09982  0.38430  0.3536
H  1.70044  -2.32724  -0.57022  0.2999
H  1.76802  -2.62127  -2.68372  0.3453
H  0.42335  -1.45078  -2.74677  0.1335
H  1.70353  0.15334  -3.70235  0.2959
H  2.68982  -1.19893  -4.19709  0.3214

C22H41BrI2N2O7PS as an isolated structure in a non-equilibrium geometry, computed with the ωB97M-V functional and the def2-TZVPD basis.

Computed properties:
* 2S+1: 1
* electronic energy: -5407.5914 a.u.
* charge: +1
* HOMO energy: -10.0 eV
* LUMO energy: -2.652 eV

Each line ends with the Mulliken charge.
Cartesian coordinates (Å):
C  -3.50815  -4.04267  -3.97140  -0.8020
C  -2.34924  -3.72591  -5.01878  0.7006
O  -2.55106  -2.81988  -5.83426  -0.5084
O  -1.12776  -4.45847  -4.96231  -0.3466
C  -0.02098  -3.49513  -4.96753  -0.4012
C  1.26115  -4.04545  -4.17045  -0.3561
C  1.86102  -2.79874  -3.33210  -0.5289
C  3.14018  -3.23858  -2.44122  -0.5552
C  2.67038  -3.90734  -1.06758  -1.0351
C  3.21959  -3.21262  0.25845  -0.7013
C  2.94085  -1.64981  0.38451  0.4708
Br  1.00656  -1.44681  0.01050  -0.0012
O  3.89175  -0.82694  -0.36740  -0.3219
S  5.30787  -0.75257  0.51446  1.1583
O  5.96508  0.55405  0.24448  -0.5780
O  6.30305  -1.85424  0.40405  -0.5782
O  4.62646  -1.02611  2.01363  -0.3815
C  3.15610  -1.03437  1.88332  0.8923
C  2.29655  -1.63765  3.08330  -0.7235
I  0.39872  -0.65008  3.64778  0.1503
C  2.64706  -2.76649  3.85069  -0.0823
C  4.00578  -3.54392  3.59284  -0.7399
I  1.33042  -3.48611  5.42970  0.0328
P  2.80480  0.87561  2.08837  0.3303
N  2.33975  1.58204  0.54107  -0.4663
O  4.30090  1.65945  2.48400  -0.4758
H  -4.51203  -4.23078  -4.47901  0.2943
H  -3.17610  -4.93721  -3.34963  0.2862
H  -3.68750  -3.17800  -3.24354  0.1595
H  -0.40640  -2.54970  -4.45622  0.2869
H  0.27665  -3.19660  -6.03297  0.1745
H  0.91326  -4.81637  -3.41283  0.2473
H  2.04555  -4.47287  -4.88487  0.3101
H  2.20861  -2.00836  -4.08283  0.3599
H  1.04043  -2.31597  -2.71851  0.0863
H  3.90492  -2.41108  -2.34047  0.2919
H  3.64858  -4.05615  -3.06792  0.4029
H  3.09757  -4.97378  -1.06522  0.4050
H  1.53380  -4.06124  -1.04609  0.4160
H  2.66044  -3.70393  1.13249  0.3276
H  4.33013  -3.45717  0.33770  0.3581
H  4.10897  -4.35734  4.39437  0.4056
H  4.07015  -4.07839  2.59847  0.1875
H  4.85823  -2.81011  3.72676  0.2054
H  1.36956  1.90743  0.65360  0.0596
H  2.88045  2.42252  0.30097  0.2816
H  4.54400  2.18186  1.68248  0.2642
C  -2.65631  0.67681  0.28632  -1.2140
C  -1.92037  1.89337  -0.25641  -0.5479
C  -1.23652  2.72676  0.82406  -0.2360
C  -2.10947  3.45158  1.84678  -1.0463
N  -2.99326  4.58265  1.31274  0.5363
C  -4.36669  4.06559  0.86753  -0.3934
C  -5.22815  4.15919  2.10810  -0.6546
C  -4.82365  5.49651  2.68681  -0.5723
C  -3.31828  5.55967  2.48215  -0.5200
C  -2.33377  5.36037  0.20109  -1.2163
H  -3.49236  0.96016  0.93115  0.3095
H  -3.05787  0.08489  -0.53892  0.3636
H  -1.98086  0.03664  0.86010  0.2270
H  -2.60057  2.50196  -0.85944  0.2773
H  -1.14427  1.53965  -0.94302  0.5231
H  -0.56259  3.44359  0.34396  0.5542
H  -0.57643  2.05730  1.38913  0.0823
H  -1.42894  3.91251  2.56687  0.3908
H  -2.75258  2.76001  2.39577  0.3516
H  -4.73683  4.73176  0.08524  0.4189
H  -4.27883  3.05326  0.47846  0.1116
H  -4.99887  3.34900  2.80559  0.2504
H  -6.29290  4.11289  1.87521  0.4416
H  -5.09636  5.59528  3.73866  0.3488
H  -5.30919  6.31148  2.14310  0.3170
H  -2.78491  5.22946  3.37330  0.3158
H  -2.98289  6.56220  2.21411  0.3434
H  -2.24124  4.72312  -0.67590  0.3337
H  -1.35798  5.69633  0.55181  0.4283
H  -2.96321  6.21802  -0.03919  0.5131

A 10-piece molecular cluster, C5H30NO10 overall in a non-equilibrium geometry, computed with the ωB97M-V functional and the def2-TZVPD basis.

Computed properties:
* 2S+1: 1
* electronic energy: -1015.4777 a.u.
* charge: +1
* HOMO energy: -13.1 eV
* energy relative to the best compared isomer or geometry (same formula, charge and spin): 17.0 kcal/mol
* LUMO energy: -2.205 eV

Each line ends with the Mulliken charge.
Cartesian coordinates (Å):
C  0.68515  2.39502  -0.57814  -0.2881
O  -0.06365  1.81989  0.47102  -0.6971
C  0.96739  1.31413  -1.60870  -0.1819
C  -0.22311  1.06941  -2.56551  -0.9601
C  -1.37816  0.52104  -1.82621  0.2962
C  -1.90712  -0.69217  -2.05098  -0.4497
N  -3.01507  -1.19707  -1.23085  -0.0778
H  0.02086  3.25203  -1.02569  0.2036
H  1.67346  2.82377  -0.19978  0.3182
H  0.38281  1.91796  1.32274  0.4091
H  1.81118  1.59436  -2.24300  0.4126
H  1.29332  0.33822  -1.11977  -0.1888
H  -0.49501  2.00051  -3.06212  0.3521
H  0.09696  0.33724  -3.40897  0.3457
H  -1.81316  1.18002  -1.02361  0.0309
H  -1.54407  -1.35764  -2.78246  0.4144
H  -2.62888  -1.78751  -0.42870  0.3190
H  -3.67458  -1.70351  -1.74872  0.3907
H  -3.54279  -0.36625  -0.73379  0.3037
H  1.56095  0.79699  2.84818  0.3844
H  1.36055  2.19147  3.65628  0.2700
O  1.09546  1.69257  2.87415  -0.6371
H  5.12500  -0.88006  1.23179  0.3299
H  4.07227  -1.50977  0.33883  0.4116
O  4.23858  -0.70690  0.88895  -0.7001
H  0.64772  -1.79915  -0.48711  0.4519
H  1.03337  -1.70332  -2.01358  0.3086
O  0.94991  -2.31501  -1.27292  -0.7674
H  -1.66416  2.34232  0.72416  0.3886
H  -2.74671  3.48218  0.78549  0.2986
O  -2.62072  2.54689  0.81620  -0.6804
H  -4.00194  -0.05149  1.33341  0.3642
H  -3.72906  1.30549  0.54537  0.3922
O  -4.21341  0.41132  0.44607  -0.7406
H  3.01067  -0.72160  1.99056  0.4338
H  2.32347  -1.42127  3.15552  0.2326
O  2.17135  -0.75459  2.56411  -0.7554
H  3.80645  -3.57087  -0.94664  0.2790
H  2.53105  -2.75991  -0.72715  0.4673
O  3.43835  -2.88921  -0.44295  -0.6755
H  -2.29328  -2.44884  1.92658  0.3033
H  -1.42552  -1.39500  1.31675  0.4318
O  -2.31981  -1.74298  1.29119  -0.6441
H  0.84133  -0.86592  1.51951  0.4730
H  0.02064  0.13810  0.67129  0.2468
O  0.14195  -0.83090  0.80919  -0.8201

C21H25FN2O2 as an isolated structure in a non-equilibrium geometry, computed with the ωB97M-V functional and the def2-TZVPD basis.

Computed properties:
* 2S+1: 1
* electronic energy: -1174.4220 a.u.
* HOMO energy: -6.6 eV
* energy relative to the best compared isomer or geometry (same formula, charge and spin): 438.4 kcal/mol
* LUMO energy: 0.500 eV

Each line ends with the Mulliken charge.
Cartesian coordinates (Å):
C  7.75104  0.01072  0.09561  -1.0493
O  6.92782  -0.11318  -1.06088  -0.4356
C  5.51820  -0.04961  -1.08795  0.8186
C  4.92416  0.23708  0.13831  -0.1423
C  3.62270  0.42906  0.17569  -0.9796
C  2.97280  -0.02762  -1.07112  0.4551
C  3.76610  -0.40216  -2.16681  0.2725
C  5.02999  -0.18289  -2.30037  -1.1004
H  5.63397  -0.41810  -3.19723  0.3759
H  3.12807  -0.42216  -3.18424  0.1021
N  1.49812  -0.07388  -1.32007  0.4989
H  1.17785  0.47216  -0.43868  -0.0360
C  0.74352  0.30301  -2.16599  -0.5398
C  -0.64737  0.82460  -2.00813  -1.2231
N  -1.38441  0.20345  -1.06258  0.4506
C  -1.33307  0.26558  0.31101  0.8771
O  -0.75409  1.32230  0.88233  -0.7839
C  -2.20516  -0.56564  1.24051  -0.9707
H  -3.34545  -0.66662  0.62203  0.2178
C  -2.48605  0.06036  2.51681  -1.3447
C  -3.88957  0.62916  2.73632  0.7805
C  -4.53675  -0.05892  3.81933  -1.2079
C  -5.97372  0.37779  4.03249  -0.1812
C  -6.58246  1.04231  3.17585  -0.5534
C  -6.03162  1.85649  1.84098  -1.1985
C  -4.73812  1.32889  1.86623  0.6512
F  -3.99337  1.79701  0.90256  -0.2780
H  -6.56934  2.26116  1.17385  0.5915
H  -7.57051  1.38428  3.39827  0.3327
H  -6.45760  0.06024  5.08317  0.2054
H  -4.13656  -0.45121  4.52607  0.6907
H  -2.11482  -0.32273  3.33786  1.1710
H  -1.93641  1.07614  2.52982  0.2946
H  -1.65948  -1.38958  1.42866  0.5558
C  -1.75212  -1.16824  -1.58260  -1.1568
H  -2.56709  -1.81124  -1.12302  0.4692
C  -0.58767  -1.83387  -2.00983  0.0555
C  0.33962  -1.48376  -2.87024  -1.1061
H  1.26058  -1.81625  -3.14023  0.7009
H  -0.09478  -1.19818  -4.00523  0.1853
H  -0.90678  -3.07824  -2.28823  0.2654
H  0.09160  -2.47501  -1.10468  0.1338
H  -2.25763  -0.98556  -2.53732  0.2651
H  -0.28366  1.82805  -1.32920  0.3354
H  -1.10342  1.12087  -2.95771  0.3602
H  1.11233  0.78892  -2.95589  0.5544
H  2.98543  0.44760  1.07971  0.3224
H  5.37947  0.39400  1.22793  0.1755
H  8.79065  0.07037  -0.32093  0.2603
H  7.72705  1.01851  0.36701  0.4275
H  7.51802  -0.61546  0.78079  0.4341

What is the formula in the second record? C22H41BrI2N2O7PS

Look up the 2S+1 of the second one. 1

What did the third record say?
A 10-piece molecular cluster, C5H30NO10 overall in a non-equilibrium geometry, computed with the ωB97M-V functional and the def2-TZVPD basis.

Computed properties:
* 2S+1: 1
* electronic energy: -1015.4777 a.u.
* charge: +1
* HOMO energy: -13.1 eV
* energy relative to the best compared isomer or geometry (same formula, charge and spin): 17.0 kcal/mol
* LUMO energy: -2.205 eV

Each line ends with the Mulliken charge.
Cartesian coordinates (Å):
C  0.68515  2.39502  -0.57814  -0.2881
O  -0.06365  1.81989  0.47102  -0.6971
C  0.96739  1.31413  -1.60870  -0.1819
C  -0.22311  1.06941  -2.56551  -0.9601
C  -1.37816  0.52104  -1.82621  0.2962
C  -1.90712  -0.69217  -2.05098  -0.4497
N  -3.01507  -1.19707  -1.23085  -0.0778
H  0.02086  3.25203  -1.02569  0.2036
H  1.67346  2.82377  -0.19978  0.3182
H  0.38281  1.91796  1.32274  0.4091
H  1.81118  1.59436  -2.24300  0.4126
H  1.29332  0.33822  -1.11977  -0.1888
H  -0.49501  2.00051  -3.06212  0.3521
H  0.09696  0.33724  -3.40897  0.3457
H  -1.81316  1.18002  -1.02361  0.0309
H  -1.54407  -1.35764  -2.78246  0.4144
H  -2.62888  -1.78751  -0.42870  0.3190
H  -3.67458  -1.70351  -1.74872  0.3907
H  -3.54279  -0.36625  -0.73379  0.3037
H  1.56095  0.79699  2.84818  0.3844
H  1.36055  2.19147  3.65628  0.2700
O  1.09546  1.69257  2.87415  -0.6371
H  5.12500  -0.88006  1.23179  0.3299
H  4.07227  -1.50977  0.33883  0.4116
O  4.23858  -0.70690  0.88895  -0.7001
H  0.64772  -1.79915  -0.48711  0.4519
H  1.03337  -1.70332  -2.01358  0.3086
O  0.94991  -2.31501  -1.27292  -0.7674
H  -1.66416  2.34232  0.72416  0.3886
H  -2.74671  3.48218  0.78549  0.2986
O  -2.62072  2.54689  0.81620  -0.6804
H  -4.00194  -0.05149  1.33341  0.3642
H  -3.72906  1.30549  0.54537  0.3922
O  -4.21341  0.41132  0.44607  -0.7406
H  3.01067  -0.72160  1.99056  0.4338
H  2.32347  -1.42127  3.15552  0.2326
O  2.17135  -0.75459  2.56411  -0.7554
H  3.80645  -3.57087  -0.94664  0.2790
H  2.53105  -2.75991  -0.72715  0.4673
O  3.43835  -2.88921  -0.44295  -0.6755
H  -2.29328  -2.44884  1.92658  0.3033
H  -1.42552  -1.39500  1.31675  0.4318
O  -2.31981  -1.74298  1.29119  -0.6441
H  0.84133  -0.86592  1.51951  0.4730
H  0.02064  0.13810  0.67129  0.2468
O  0.14195  -0.83090  0.80919  -0.8201

Which of these has the highest 2S+1? C14H18FeNO3